Model a:
The following is a DFT calculation (ωB97M-V/def2-TZVPD) of a structure of composition C5H12CuO7.

Values from the calculation:
* E_LUMO: 1.56 eV
* net charge: -1
* gap between HOMO and LUMO: 0.126 Ha

CARTESIAN COORDINATES (ANGSTROEM)
Cu1 -1.349 0.743 0.332
O1 -4.580 3.659 -2.488
O2 -4.178 2.054 -1.089
O3 4.076 1.661 -1.989
O4 -0.324 -2.112 0.999
O5 2.129 2.190 0.298
O6 -2.668 2.623 -2.405
O7 -3.238 -1.921 1.589
C1 -1.164 -3.212 1.357
C2 4.106 1.135 -0.696
C3 -2.625 -3.058 0.982
C4 -3.823 2.772 -2.024
C5 3.531 2.039 0.364
H1 -4.004 -1.657 1.073
H2 -3.242 -3.901 1.296
H3 3.816 1.643 1.338
H4 3.609 0.167 -0.742
H5 1.852 2.711 -0.459
H6 -1.068 -3.385 2.429
H7 0.560 -2.398 1.242
H8 3.150 1.549 -2.218
H9 -0.811 -4.154 0.937
H10 5.134 0.899 -0.421
H11 -2.811 -3.106 -0.091
H12 3.920 3.057 0.386



Model b:
The following is a DFT calculation (ωB97M-V/def2-TZVPD) of a structure of composition C5H12CuO7.

Values from the calculation:
* E_LUMO: 0.95 eV
* net charge: -1
* gap between HOMO and LUMO: 0.111 Ha

CARTESIAN COORDINATES (ANGSTROEM)
Cu1 -0.169 -0.917 -0.992
O1 -4.011 4.517 1.432
O2 3.055 -2.451 -2.049
O3 -2.796 -3.911 -2.171
O4 -1.658 2.962 1.359
O5 -2.946 -3.726 -0.049
O6 3.288 -1.670 0.913
O7 -4.349 -4.942 -1.220
C1 -3.336 -4.217 -1.110
C2 4.244 -2.531 -1.313
C3 -1.643 4.386 1.345
C4 -2.932 4.836 0.647
C5 3.913 -2.742 0.148
H1 3.272 -3.621 0.205
H2 3.195 -2.117 -2.938
H3 -1.516 4.707 2.379
H4 -2.885 5.921 0.550
H5 4.839 -1.640 -1.516
H6 -0.724 4.727 0.867
H7 -3.048 4.397 -0.343
H8 4.862 -3.337 -1.710
H9 -4.232 3.620 1.173
H10 2.838 -2.011 1.690
H11 -2.156 2.749 2.151
H12 4.895 -2.989 0.553



Quick look at relative energies in kcal/mol: model a 0.0; model b 14.2.